No. 1
C59H40Cl4N9OSZr as an isolated structure, computed with ωB97M-V with the def2-TZVPD basis set.

Positions of all 115 atoms, in Å:
1 Zr 0.187 -0.227 0.047
2 Cl -0.566 -3.390 9.095
3 C -0.365 -2.934 7.444
4 C -0.344 -1.590 7.101
5 C -0.178 -1.230 5.778
6 C -0.046 -2.198 4.788
7 C -0.069 -3.542 5.147
8 C -0.221 -3.913 6.470
9 C 0.105 -1.791 3.373
10 C 1.279 -1.139 2.994
11 C 2.374 -0.846 3.868
12 C 3.263 -0.105 3.153
13 C 2.723 0.026 1.830
14 C 3.391 0.611 0.722
15 C 4.204 1.804 0.862
16 C 4.853 2.392 -0.239
17 C 5.583 3.552 -0.108
18 C 5.660 4.191 1.122
19 Cl 6.609 5.610 1.300
20 C 4.933 3.699 2.198
21 C 4.211 2.536 2.060
22 C 3.268 -0.073 -0.517
23 N 2.135 -0.705 -0.921
24 C 2.429 -1.297 -2.123
25 C 1.506 -1.881 -2.994
26 C 1.982 -2.296 -4.330
27 C 2.453 -1.333 -5.220
28 C 2.888 -1.688 -6.481
29 C 2.872 -3.024 -6.855
30 Cl 3.426 -3.474 -8.425
31 C 2.418 -3.998 -5.977
32 C 1.964 -3.629 -4.723
33 C 0.141 -2.003 -2.712
34 C -0.851 -2.461 -3.647
35 C -2.044 -2.418 -3.004
36 C -1.773 -1.976 -1.663
37 N -0.443 -1.686 -1.520
38 C -2.669 -2.087 -0.597
39 C -2.241 -2.097 0.736
40 C -3.021 -2.605 1.829
41 C -2.219 -2.591 2.922
42 C -0.962 -2.035 2.506
43 N -0.992 -1.740 1.170
44 C -4.101 -2.345 -0.876
45 C -4.628 -3.631 -0.830
46 C -5.971 -3.845 -1.071
47 C -6.798 -2.766 -1.348
48 Cl -8.474 -3.030 -1.653
49 C -6.287 -1.477 -1.385
50 C -4.940 -1.272 -1.158
51 C 3.820 -1.131 -2.415
52 C 4.338 -0.348 -1.430
53 N 1.541 -0.646 1.742
54 H -0.452 -0.836 7.864
55 H -0.162 -0.186 5.500
56 H 0.050 -4.298 4.386
57 H -0.225 -4.954 6.752
58 H 2.456 -1.165 4.889
59 H 4.231 0.226 3.473
60 H 4.768 1.949 -1.218
61 H 6.094 3.970 -0.961
62 H 4.928 4.233 3.134
63 H 3.619 2.203 2.895
64 H 2.466 -0.296 -4.916
65 H 3.240 -0.937 -7.170
66 H 2.424 -5.034 -6.275
67 H 1.611 -4.384 -4.037
68 H -0.654 -2.762 -4.658
69 H -3.010 -2.690 -3.380
70 H -4.036 -2.945 1.759
71 H -2.453 -2.920 3.914
72 H -3.980 -4.467 -0.612
73 H -6.376 -4.843 -1.044
74 H -6.939 -0.644 -1.593
75 H -4.525 -0.275 -1.201
76 H 4.331 -1.561 -3.254
77 H 5.369 -0.093 -1.289
78 O 1.774 3.709 0.517
79 C 1.304 2.657 0.082
80 N 0.588 1.761 0.756
81 C 0.342 2.123 2.140
82 C -0.962 1.540 2.592
83 C -1.447 1.752 3.879
84 C -2.701 1.272 4.210
85 C -3.455 0.653 3.222
86 C -2.900 0.500 1.964
87 N -1.662 0.890 1.659
88 C 1.409 2.347 -1.387
89 C 2.118 3.219 -2.209
90 C 2.051 3.047 -3.579
91 C 1.268 2.011 -4.070
92 C 0.631 1.164 -3.175
93 N 0.700 1.313 -1.854
94 H 1.160 1.804 2.806
95 H 0.298 3.223 2.214
96 H -0.851 2.302 4.592
97 H -3.100 1.408 5.204
98 H -4.452 0.296 3.422
99 H -3.472 0.068 1.154
100 H 2.676 4.019 -1.747
101 H 2.568 3.716 -4.249
102 H 1.143 1.861 -5.131
103 H 0.008 0.350 -3.528
104 S -2.174 1.068 -1.330
105 C -2.062 2.733 -1.343
106 N -1.789 3.472 -2.427
107 C -1.896 4.898 -2.176
108 C -2.386 4.946 -0.714
109 N -2.322 3.552 -0.314
110 H -1.587 3.081 -3.329
111 H -2.601 5.358 -2.871
112 H -0.923 5.385 -2.290
113 H -3.412 5.323 -0.640
114 H -1.746 5.565 -0.085
115 H -2.606 3.218 0.591

The net charge is +1. The calculation puts the HOMO energy at -0.3399 Ha. Its multiplicity is 1.

---

No. 2
An isolated ion of composition C11H15N2O and charge +1, computed with ωB97M-V with the def2-TZVPD basis set.

Positions of all 29 atoms, in Å:
1 C 3.203 -0.215 -0.865
2 C 2.188 0.430 0.021
3 C 2.560 0.388 1.481
4 C 1.288 1.454 -0.477
5 O 0.976 2.373 -1.127
6 N 0.718 0.145 -0.255
7 C 0.445 -0.514 -1.487
8 C -0.224 -0.418 1.070
9 C -1.613 -0.231 0.640
10 C -2.253 1.004 0.287
11 C -3.546 0.952 -0.244
12 C -4.218 -0.298 -0.360
13 N -3.685 -1.309 0.244
14 C -2.472 -1.332 0.823
15 H 3.122 0.220 -1.843
16 H 2.966 -1.297 -0.794
17 H 4.230 -0.049 -0.523
18 H 1.991 1.051 1.957
19 H 3.551 0.655 1.550
20 H 2.394 -0.573 1.846
21 H 0.217 -1.510 -1.094
22 H -0.341 -0.124 -2.045
23 H 1.298 -0.733 -2.156
24 H -0.047 0.133 1.938
25 H 0.049 -1.370 1.294
26 H -1.539 1.857 0.325
27 H -3.897 1.887 -0.495
28 H -5.189 -0.325 -0.915
29 H -2.171 -2.251 1.204

As for the SMILES: CC1(C)C(=O)[N@+]1(C)Cc1cccnc1. The net charge is +1. The calculation puts the HOMO energy at -0.4671 Ha. Its multiplicity is 1.

---

Listing DFT total energy for the structures above in their given order: -139498.458 -16667.333 eV.
Listing relative energy (zero: lowest compared OMol25 entry of this formula, charge and spin) for the structures above in their given order: 0.000 3.502 eV.